This record from the Open Molecules 2025 dataset describes 3 unconnected molecules or ions with the total composition C2H9NOSi at a distorted geometry. The level of theory is ωB97M-V with the def2-TZVPD basis set.

```
14
Properties=species:S:1:pos:R:3:forces:R:3
O -3.3515 -0.8298 -1.3961 -0.114 -0.544 -1.887
Si -3.0036 -0.7062 0.0495 0.445 0.901 1.462
H -2.1332 -1.6968 0.7717 -0.371 0.412 0.024
H -3.6462 0.4281 0.7178 -0.188 -0.353 0.646
H 2.1031 -4.0060 0.6862 -0.174 0.834 -0.712
H 1.9842 -3.4271 0.1848 0.171 -0.830 0.710
C -0.0362 0.4335 0.5347 -1.950 -2.160 0.946
N -1.0610 1.1157 0.7946 -0.297 -0.133 0.059
C -0.8294 2.5605 0.7277 -0.599 -0.306 -1.700
H -0.1070 -0.6938 0.5953 0.465 1.413 -0.295
H 0.8146 0.9923 0.3766 2.609 0.336 -0.676
H 0.1400 2.7434 0.2074 -0.655 0.311 0.437
H -1.6692 2.9785 0.1393 0.575 0.008 0.175
H -0.8673 3.0295 1.6849 0.083 0.111 0.812
```
Forces are in eV/Å.

Values from the calculation:
structure (SMILES) = O=[SiH2].[H][H].C=NC
HOMO = -9.8 eV
net charge = 0
relative energy (zero: lowest compared OMol25 entry of this formula, charge and spin) = 110.0 kcal per mole

This record from the Open Molecules 2025 dataset describes a molecular structure, C44H63N7O4Ti at a distorted geometry. The level of theory is ωB97M-V with the def2-TZVPD basis set.

```
119
Properties=species:S:1:pos:R:3:forces:R:3
Ti -0.3211 -0.2954 0.2703 2.581 0.281 -0.874
O -3.9542 1.3820 -0.0138 -0.491 0.445 0.064
C -2.9685 0.5401 0.2082 0.011 -0.130 -0.152
O -1.7827 0.9400 0.1018 -1.154 0.701 -0.416
C -3.1508 -0.7928 0.6218 -0.037 -0.642 0.157
C -4.3081 -1.4619 1.0603 -0.112 0.177 -0.120
C -4.1739 -2.5384 1.8974 -0.166 -0.123 0.030
C -2.8920 -2.8599 2.3998 -0.063 -0.139 0.026
C -1.8174 -2.2231 1.8659 0.148 0.029 -0.162
N -1.9172 -1.3438 0.8356 -0.793 -0.008 0.733
C -0.4424 -2.1458 2.4465 -0.261 0.098 -0.111
O -0.1219 -2.7518 3.4345 0.221 -0.108 0.259
O 0.2770 -1.2733 1.7773 -0.087 -0.593 0.649
H -4.7616 1.0460 0.3956 -0.129 0.071 -0.070
H -5.2905 -1.1042 0.7692 0.026 -0.030 0.071
H -5.0482 -3.0679 2.2555 0.048 0.054 -0.037
H -2.7547 -3.5465 3.2267 0.018 0.094 -0.050
C 0.7130 1.2473 3.3630 0.330 -0.472 0.248
C -0.2733 2.1125 2.7797 -0.027 0.007 -0.489
C 0.0931 2.3106 1.4341 0.217 -0.160 0.707
C 1.1654 1.3320 1.1705 -0.147 -0.030 -0.761
C 1.6259 0.8329 2.4295 0.145 0.322 0.587
C 2.9756 0.1912 2.6800 -0.139 -0.159 -0.052
C 3.5738 -0.3352 1.3676 -0.015 0.085 0.007
C 2.9091 -0.9206 3.7367 -0.040 0.047 0.025
C 3.9046 1.2972 3.2151 0.130 -0.031 -0.064
C 0.1587 3.6062 0.6194 -0.266 -0.031 -0.151
C 0.6422 3.3274 -0.8214 0.078 0.113 0.161
C 1.2471 4.4512 1.3164 -0.016 0.074 -0.007
C -1.1112 4.4607 0.5498 -0.030 0.003 -0.029
C -1.4044 2.6802 3.6374 0.184 0.126 0.123
C -0.9620 4.0042 4.2944 -0.009 -0.013 -0.026
C -2.7157 2.8764 2.8515 -0.054 -0.147 0.035
C -1.7141 1.7043 4.7879 -0.032 0.041 0.053
H 0.7346 0.9439 4.4037 -0.030 0.058 -0.102
H 1.8855 1.4710 0.3690 -0.050 0.130 -0.154
H 2.8467 -0.9176 0.7949 0.104 0.153 -0.008
H 4.4475 -0.9620 1.5675 -0.045 0.027 -0.024
H 3.9023 0.4927 0.7329 -0.019 -0.055 -0.008
H 2.1239 -1.6408 3.5172 0.046 0.049 0.037
H 2.6983 -0.4964 4.7231 0.001 -0.050 -0.075
H 3.8705 -1.4438 3.7995 -0.089 0.078 0.021
H 3.9782 2.1253 2.5028 -0.009 -0.063 0.060
H 4.9111 0.8934 3.3793 -0.088 0.063 -0.006
H 3.5295 1.6924 4.1613 0.013 -0.023 -0.058
H 1.7331 3.3331 -0.8868 -0.050 -0.057 0.005
H 0.2751 4.0987 -1.5058 0.058 -0.030 0.036
H 0.3035 2.3591 -1.1818 0.025 0.039 0.025
H 2.1715 3.8767 1.4245 -0.060 0.041 -0.013
H 0.9259 4.7647 2.3129 0.045 -0.029 -0.124
H 1.4607 5.3447 0.7190 0.011 -0.053 0.061
H -1.9244 3.9532 0.0231 0.072 0.057 0.090
H -0.8847 5.3847 0.0092 -0.022 -0.053 0.017
H -1.4714 4.7415 1.5379 0.037 0.020 -0.061
H -0.8394 4.8076 3.5671 -0.023 -0.021 0.015
H -0.0063 3.8693 4.8092 -0.074 0.015 -0.031
H -1.7071 4.3277 5.0300 0.071 -0.031 -0.076
H -2.5461 2.9865 1.7881 -0.044 -0.012 -0.009
H -3.2555 3.7595 3.2063 -0.001 -0.082 -0.006
H -3.3741 2.0115 2.9993 0.046 0.035 -0.047
H -0.9031 1.6510 5.5189 -0.095 0.003 -0.087
H -1.9006 0.6960 4.4032 0.008 0.050 0.048
H -2.6103 2.0448 5.3166 0.063 -0.039 -0.034
C 0.7825 -5.6125 -1.4118 0.043 -0.001 -0.145
N 0.2116 -4.2725 -1.3466 -0.168 -0.114 -0.221
C -0.5098 -3.8558 -2.5272 0.035 -0.073 -0.055
C 0.5965 -3.3774 -0.4210 -0.046 -0.049 0.239
N 0.7500 -2.0677 -0.7284 -0.005 0.638 -0.225
C 1.7575 -1.8484 -1.7190 0.093 -0.233 0.188
C 2.8259 -2.7281 -1.7408 -0.092 -0.075 0.007
C 3.9604 -2.5468 -2.5465 0.005 -0.069 0.026
C 4.0670 -1.4282 -3.3094 0.050 0.009 0.014
C 3.0176 -0.4799 -3.3219 -0.068 -0.045 0.050
C 3.1757 0.6728 -4.1247 -0.012 0.036 -0.018
C 2.1963 1.6174 -4.1736 0.000 0.024 -0.019
C 1.0095 1.4083 -3.4578 -0.081 0.060 0.070
C 0.7783 0.2747 -2.7041 0.012 0.113 0.022
N -0.5231 0.1473 -2.1080 0.412 0.069 0.098
C -1.4960 0.4311 -2.9854 0.350 -0.023 -0.137
N -2.5935 1.1814 -2.6781 -0.347 0.107 0.433
C -2.3985 2.5671 -2.2387 -0.032 -0.220 -0.161
C -3.8890 0.9142 -3.2963 0.092 0.046 0.135
N -1.4540 0.0176 -4.2747 -0.022 -0.077 -0.138
C -1.9448 0.8775 -5.3460 0.172 0.084 -0.090
C -0.5983 -1.0557 -4.7314 -0.019 0.054 -0.228
C 1.8220 -0.6885 -2.5583 -0.001 0.033 -0.018
N 0.8115 -3.8731 0.8152 0.230 -0.096 0.024
C 2.0494 -3.5319 1.5279 -0.116 -0.006 -0.019
C 0.1125 -5.0566 1.3136 0.060 0.048 0.039
H 1.2230 -5.7488 -2.4039 -0.036 0.032 0.040
H 0.0280 -6.3848 -1.2562 -0.006 -0.001 0.013
H 1.5745 -5.7308 -0.6783 -0.025 0.034 -0.027
H -1.1497 -4.6754 -2.8573 0.011 0.013 0.020
H 0.1766 -3.6000 -3.3390 0.006 -0.003 -0.003
H -1.1270 -3.0010 -2.2724 -0.043 0.148 -0.072
H 2.8288 -3.5701 -1.0575 0.004 0.039 -0.029
H 4.7586 -3.2803 -2.5152 -0.059 0.066 0.006
H 4.9567 -1.2336 -3.8974 -0.083 -0.006 0.008
H 4.0950 0.7915 -4.6867 -0.048 -0.014 0.049
H 2.3221 2.5190 -4.7633 -0.031 -0.068 0.065
H 0.2372 2.1701 -3.4974 0.014 -0.064 -0.024
H -1.4717 2.6541 -1.6892 -0.097 -0.031 -0.052
H -3.2176 2.8804 -1.6003 -0.044 -0.026 0.018
H -2.3686 3.2327 -3.1101 0.006 0.009 -0.010
H -3.9368 -0.1169 -3.6432 0.022 0.045 0.020
H -4.0994 1.5816 -4.1366 -0.056 -0.030 0.050
H -4.6637 1.0727 -2.5473 -0.023 -0.004 0.043
H -2.2505 1.8456 -4.9574 0.087 -0.084 -0.075
H -2.7811 0.4236 -5.8805 0.009 -0.014 0.011
H -1.1303 1.0449 -6.0553 0.003 -0.025 0.029
H -0.5028 -1.7877 -3.9508 0.090 -0.191 0.193
H 0.3990 -0.6990 -5.0053 -0.057 0.002 -0.044
H -1.0589 -1.5176 -5.6053 -0.034 -0.017 0.024
H 2.4101 -2.5610 1.2071 -0.091 -0.215 0.025
H 2.8097 -4.2915 1.3205 -0.029 -0.039 -0.015
H 1.8617 -3.5031 2.5968 -0.046 -0.020 -0.015
H -0.8070 -5.2112 0.7524 0.033 0.020 0.004
H -0.1335 -4.8818 2.3594 0.011 0.025 0.029
H 0.7261 -5.9581 1.2559 -0.003 0.011 -0.006
```
Forces are in eV/Å.

Values from the calculation:
<S²> = 0.78
HOMO (spin up / spin down) = -8.7 / -8.7 eV
net charge = +1
relative energy (zero: lowest compared OMol25 entry of this formula, charge and spin) = 58.1 kcal per mole
2S+1 = 2

This record from the Open Molecules 2025 dataset describes 2 unconnected molecules or ions with the total composition C4H6N2O at a distorted geometry. The level of theory is ωB97M-V with the def2-TZVPD basis set.

```
13
Properties=species:S:1:pos:R:3:forces:R:3
C 2.1594 -0.0544 -0.5202 -1.375 1.907 -2.238
C 1.0386 0.3665 0.4328 -0.462 -0.903 -0.968
C 0.1334 -0.8030 0.5923 0.656 0.669 -0.535
N -0.4255 -1.7715 0.8286 -0.243 -0.791 0.032
H 3.0597 0.4404 -0.2520 0.798 0.828 -0.056
H 2.3766 -1.0750 -0.4181 0.077 -1.543 -0.409
H 1.8109 0.2956 -1.6154 1.168 -1.286 2.324
H 1.4078 0.3249 1.4644 0.135 1.557 -0.111
H 0.5583 1.2797 -0.0779 0.529 -1.327 1.998
N -3.5304 -0.0443 -0.5179 4.863 -0.344 -1.051
C -2.5625 0.3700 0.0260 -1.418 -0.224 0.001
O -1.5831 0.7248 0.5131 0.484 1.446 0.525
H -4.4431 -0.0537 -0.4558 -5.213 0.013 0.488
```
Forces are in eV/Å.

Values from the calculation:
structure (SMILES) = CCC#N.N=C=O
HOMO = -10.8 eV
net charge = 0
relative energy (zero: lowest compared OMol25 entry of this formula, charge and spin) = 51.1 kcal per mole

This record from the Open Molecules 2025 dataset describes a molecular structure, C4H5O2Tb at a distorted geometry. The level of theory is ωB97M-V with the def2-TZVPD basis set.

```
12
Properties=species:S:1:pos:R:3:forces:R:3
O 1.3058 -1.5445 -0.8415 -4.849 0.718 0.938
C 3.6855 -1.1561 -1.0470 -1.238 1.098 0.636
C 2.4584 -1.0566 -0.9147 3.750 -1.570 -0.315
H 4.7358 -1.0718 -0.8347 -0.367 0.177 -0.337
H 1.6127 1.1878 -0.1527 -1.737 1.368 0.175
H 0.7860 2.6238 0.7979 -0.055 -0.245 -0.226
H -0.0632 1.6363 -2.0421 -0.125 0.012 0.328
C -0.2469 2.1096 -1.0756 -0.415 -0.132 -0.022
C 0.6816 1.8745 0.0102 2.671 -0.598 0.291
O -0.5630 1.1717 0.0522 -0.682 -0.662 -0.590
Tb -0.9801 -1.1991 -0.0180 2.687 0.033 -0.853
H -0.9228 2.9658 -1.0570 0.361 -0.199 -0.026
```
Forces are in eV/Å.

Values from the calculation:
<S²> = 15.77
HOMO (spin up / spin down) = -10.9 / -11.0 eV
net charge = +1
relative energy (zero: lowest compared OMol25 entry of this formula, charge and spin) = 0.0 kcal per mole
2S+1 = 8

This record from the Open Molecules 2025 dataset describes 2 unconnected molecules or ions with the total composition H4NP at a distorted geometry. The level of theory is ωB97M-V with the def2-TZVPD basis set.

```
6
Properties=species:S:1:pos:R:3:forces:R:3
N -1.7461 0.0425 0.1058 -3.649 1.439 0.194
P -0.2751 -0.3698 0.0592 2.733 -1.471 -1.044
H -0.3549 1.4951 -0.6403 -0.441 0.525 0.302
H 0.5494 0.1273 1.0301 0.532 0.237 0.673
H 0.3788 -0.0865 -1.1180 0.592 -0.216 -0.587
H -0.0571 -1.7496 0.0811 0.233 -0.513 0.462
```
Forces are in eV/Å.

Values from the calculation:
<S²> = 2.01
HOMO (spin up / spin down) = -9.0 / -9.2 eV
net charge = 0
relative energy (zero: lowest compared OMol25 entry of this formula, charge and spin) = 42.8 kcal per mole
2S+1 = 3